The following is a DFT calculation (ωB97M-V/def2-TZVPD) of the molecule C6H9N.

## Properties
* multiplicity: 1
* electronic energy: -288.664346 a.u.
* largest force on an atom: 0.32 eV Å⁻¹
* SMILES: CC=C=CN1CC1
* HOMO-LUMO gap: 9.48 eV
* energy above the lowest of the compared OMol25 structures with the same formula, charge and spin: 3.2027 eV

Atoms and positions in Å:
C: 2.905 0.420 0.060
C: 1.857 -0.658 -0.006
C: 0.629 -0.586 -0.451
C: -0.616 -0.822 -0.788
N: -1.713 -0.726 0.099
C: -2.709 0.277 -0.225
C: -1.787 0.460 0.926
H: 3.692 0.252 -0.686
H: 3.394 0.423 1.041
H: 2.477 1.410 -0.114
H: 2.131 -1.650 0.356
H: -0.872 -1.152 -1.793
H: -3.741 -0.017 -0.055
H: -2.527 0.872 -1.118
H: -0.974 1.177 0.813
H: -2.147 0.321 1.941